(1)
{
  "formula": "C31H32BrGaI2N3O4S",
  "method": "ωB97M-V/def2-TZVPD",
  "elements": ["Ga", "O", "C", "C", "C", "C", "C", "C", "C", "O", "N", "N", "C", "C", "Br", "C", "C", "C", "C", "C", "C", "C", "H", "H", "H", "H", "H", "H", "H", "H", "H", "H", "H", "H", "H", "H", "I", "C", "C", "C", "I", "C", "C", "C", "C", "N", "C", "C", "O", "H", "H", "H", "H", "C", "C", "C", "S", "O", "C", "C", "C", "H", "H", "H", "H", "H", "H", "H", "H", "H", "H", "H", "H", "H", "H"],
  "xyz": [[-0.05977, -0.20952, 0.12548], [-3.71007, 1.49845, -0.24623], [-4.09464, 1.08678, -1.47551], [-5.30159, 1.57316, -1.97613], [-5.75843, 1.18491, -3.21996], [-5.02456, 0.28983, -3.99190], [-3.81760, -0.17748, -3.51008], [-3.33638, 0.21823, -2.26194], [-1.96409, -0.25292, -1.86116], [-1.78215, -0.41851, -0.50632], [-0.95874, 0.73876, -2.39085], [-0.06321, 1.17653, -1.51700], [0.81892, 2.07696, -1.73743], [1.67280, 2.52330, -0.66428], [0.86225, 2.23334, 1.07553], [2.88276, 3.08632, -0.73049], [3.78413, 3.04036, -1.87851], [3.73984, 1.99900, -2.81438], [4.74346, 1.86356, -3.75706], [5.79618, 2.76653, -3.79395], [5.82705, 3.83050, -2.90259], [4.83519, 3.96101, -1.94911], [-3.00121, 0.93348, 0.09598], [-5.86847, 2.25955, -1.36063], [-6.69197, 1.58020, -3.59737], [-5.39513, -0.04761, -4.95006], [-3.22473, -0.86456, -4.10507], [-1.76087, -1.19200, -2.39367], [-1.30648, 1.37528, -3.09657], [0.89355, 2.58504, -2.69663], [3.28243, 3.54703, 0.16571], [2.95365, 1.25664, -2.75859], [4.72178, 1.03456, -4.45229], [6.60015, 2.63260, -4.50506], [6.63678, 4.54640, -2.94242], [4.86819, 4.78114, -1.24208], [3.03299, -2.72755, 3.25623], [2.67873, -3.06653, 1.22290], [3.24638, -4.19829, 0.61302], [3.05325, -4.45264, -0.71506], [3.89398, -6.19164, -1.54150], [2.30787, -3.55246, -1.51343], [2.10591, -3.66480, -2.90237], [1.42259, -2.68235, -3.56750], [0.87827, -1.61251, -2.84749], [0.98972, -1.50464, -1.53911], [1.72310, -2.43062, -0.87603], [1.89695, -2.18364, 0.51179], [1.30814, -1.11966, 1.04738], [3.83221, -4.87561, 1.21853], [2.50649, -4.51644, -3.43544], [1.29704, -2.72260, -4.64006], [0.34768, -0.82381, -3.36428], [0.61141, 0.83721, 6.02408], [-0.48395, 0.46890, 5.02444], [0.14555, -0.01968, 3.72939], [-1.08326, -0.26783, 2.41841], [-2.13049, 0.75246, 2.52713], [-1.70928, -1.89558, 2.91900], [-3.09312, -2.14910, 2.34290], [-3.56958, -3.55749, 2.68878], [0.17392, 1.13623, 6.97494], [1.21437, 1.66480, 5.64798], [1.27375, -0.01028, 6.20833], [-1.11501, 1.33359, 4.81516], [-1.11922, -0.30690, 5.45621], [0.64413, -0.98119, 3.84296], [0.87672, 0.69848, 3.35763], [-1.71115, -1.93216, 4.00855], [-0.97116, -2.60520, 2.53152], [-3.06964, -2.01642, 1.25792], [-3.78397, -1.40734, 2.74531], [-2.91967, -4.30878, 2.23729], [-4.58212, -3.71821, 2.32345], [-3.56867, -3.71503, 3.76846]],
  "forces_ev_per_a": [[0.51, -0.44, -0.76], [-0.12, 0.21, 0.01], [-0.03, -0.04, -0.04], [-0.01, 0.11, 0.16], [0.10, -0.06, -0.07], [-0.04, -0.01, -0.08], [0.00, 0.02, 0.10], [0.10, -0.13, -0.04], [-0.10, 0.02, -0.35], [0.14, -0.20, 0.43], [-0.24, -0.12, -0.13], [0.46, -0.12, 0.46], [-0.36, -0.05, -0.32], [0.10, 0.06, 0.59], [0.24, 0.30, -0.25], [-0.25, -0.12, 0.15], [0.19, 0.03, -0.26], [-0.01, 0.08, 0.16], [0.00, -0.02, -0.10], [-0.02, 0.03, 0.00], [0.02, 0.01, -0.05], [-0.13, 0.02, 0.06], [-0.01, -0.06, -0.01], [0.00, -0.02, 0.01], [-0.03, -0.02, 0.05], [0.01, 0.06, -0.01], [-0.03, -0.04, 0.01], [0.02, 0.01, 0.08], [0.06, 0.18, 0.10], [0.00, -0.05, -0.02], [0.02, -0.10, 0.04], [0.06, -0.06, 0.01], [-0.02, 0.00, 0.01], [-0.03, 0.03, -0.04], [0.00, 0.00, 0.02], [0.05, -0.03, 0.04], [-0.03, -0.07, -0.23], [-0.19, 0.41, 0.29], [0.00, -0.15, -0.13], [0.25, -0.33, -0.04], [-0.09, 0.23, 0.11], [-0.15, 0.19, 0.12], [-0.06, 0.10, -0.07], [0.12, -0.11, -0.02], [0.03, 0.00, 0.00], [-0.25, 0.20, 0.06], [0.17, -0.23, -0.10], [0.13, -0.20, 0.11], [-0.30, 0.24, 0.01], [0.01, 0.00, -0.02], [0.04, 0.01, 0.01], [-0.04, 0.00, 0.01], [-0.09, -0.02, 0.05], [-0.07, -0.05, -0.08], [0.03, 0.05, 0.05], [-0.12, -0.09, -0.15], [0.13, -0.12, 0.48], [-0.39, 0.32, 0.00], [0.10, 0.10, -0.38], [-0.07, -0.03, -0.05], [0.10, 0.09, -0.01], [0.02, 0.03, 0.01], [0.02, 0.01, 0.03], [0.02, 0.02, 0.02], [-0.04, -0.04, 0.03], [-0.07, 0.03, -0.05], [0.12, 0.00, -0.05], [0.02, -0.05, -0.05], [0.05, 0.05, 0.01], [0.03, -0.02, 0.11], [-0.02, 0.04, 0.02], [0.02, 0.04, -0.05], [-0.02, -0.04, 0.01], [0.00, -0.02, 0.00], [-0.03, -0.02, 0.00]],
  "gap_ev": 7.22,
  "multiplicity": 1,
  "de_lowest_kcal_mol": 38.9,
  "lumo_energy_ev": -3.43,
  "total_charge": 1
}

(2)
{
  "formula": "C31H32CdN5O4S",
  "method": "ωB97M-V/def2-TZVPD",
  "elements": ["Cd", "C", "O", "C", "O", "N", "N", "H", "H", "H", "H", "H", "H", "O", "C", "O", "C", "C", "C", "C", "C", "C", "S", "H", "H", "H", "H", "C", "C", "C", "C", "C", "C", "C", "N", "C", "N", "C", "C", "C", "C", "C", "C", "C", "N", "C", "C", "C", "C", "C", "C", "C", "H", "H", "H", "H", "H", "H", "H", "H", "H", "H", "H", "H", "H", "H", "H", "H", "H", "H", "H", "H", "H", "H"],
  "xyz": [[-0.57156, 1.05028, 1.34746], [-1.18223, 5.92182, 4.88168], [-1.91008, 4.83152, 4.33493], [-1.24105, 3.74596, 3.86316], [-1.78196, 2.99452, 3.09786], [0.03782, 3.62587, 4.35456], [0.74504, 2.49559, 3.94563], [-1.85280, 6.77695, 4.84350], [-0.28647, 6.13414, 4.29740], [-0.90270, 5.74174, 5.92432], [0.18420, 3.94053, 5.30213], [0.45174, 1.65096, 4.43427], [1.73477, 2.65912, 4.04139], [-4.34026, -0.94039, 1.90397], [-3.12349, -0.76655, 2.00539], [-2.50891, 0.20657, 1.45545], [-2.35180, -1.82511, 2.81945], [-3.09531, -2.98672, 3.05805], [-2.61884, -4.06148, 3.78210], [-1.33154, -3.99764, 4.29833], [-0.56975, -2.87090, 4.07432], [-1.04130, -1.76751, 3.33863], [0.13465, -0.45880, 3.22678], [-4.09762, -3.00002, 2.65215], [-3.23610, -4.93789, 3.94206], [-0.91957, -4.82172, 4.87139], [0.43539, -2.80592, 4.47326], [2.58983, -3.39780, -3.63824], [1.94493, -2.25719, -4.37595], [1.89415, -2.23665, -5.76163], [1.32056, -1.17862, -6.45364], [0.77772, -0.12261, -5.74099], [0.79790, -0.12846, -4.35513], [1.38299, -1.18827, -3.65957], [1.43303, -1.23650, -2.26248], [0.94294, -0.23493, -1.39452], [1.51024, 0.97731, -1.61837], [1.35032, 2.25538, -1.01759], [0.51303, 2.49956, 0.07956], [0.46499, 3.83312, 0.50774], [1.20606, 4.85087, -0.07166], [2.03537, 4.55855, -1.14192], [2.11122, 3.26543, -1.63509], [3.00058, 2.98704, -2.82513], [0.09878, -0.50105, -0.48210], [-0.41729, -1.80244, -0.33511], [0.31183, -2.76684, 0.35686], [-0.21165, -4.03535, 0.55459], [-1.46042, -4.35171, 0.04755], [-2.17890, -3.39419, -0.65460], [-1.68054, -2.11513, -0.85776], [-2.45617, -1.07726, -1.61760], [3.06251, -4.08545, -4.33779], [1.85771, -3.96400, -3.05408], [3.34869, -3.02945, -2.94411], [2.31920, -3.06852, -6.31192], [1.29059, -1.18543, -7.53559], [0.32052, 0.70918, -6.26201], [0.33456, 0.68224, -3.80854], [1.30412, -2.15911, -1.87129], [2.20477, 0.95052, -2.34343], [-0.18660, 4.09175, 1.33308], [1.14066, 5.86800, 0.30052], [2.61875, 5.34389, -1.61056], [3.48930, 3.90802, -3.13866], [2.42957, 2.60619, -3.67759], [3.78708, 2.26152, -2.59186], [1.27492, -2.49656, 0.77458], [0.35323, -4.76812, 1.11706], [-1.88099, -5.33617, 0.20936], [-3.15941, -3.63709, -1.04820], [-3.45059, -1.44535, -1.86572], [-1.94025, -0.80351, -2.54330], [-2.56012, -0.17973, -1.00678]],
  "forces_ev_per_a": [[0.58, 0.08, -0.09], [-0.02, 0.04, 0.00], [-0.03, 0.09, -0.04], [-0.13, -0.15, 0.02], [0.26, 0.20, 0.00], [0.00, 0.07, -0.05], [0.05, -0.10, -0.01], [0.01, -0.01, 0.04], [-0.01, 0.00, 0.00], [-0.01, -0.01, 0.00], [-0.11, 0.06, 0.07], [0.02, -0.03, -0.13], [0.05, 0.04, -0.05], [0.09, 0.03, -0.03], [-0.11, -0.03, 0.07], [-0.29, -0.12, -0.13], [0.07, -0.06, -0.03], [-0.10, -0.04, 0.01], [0.02, -0.05, -0.04], [0.05, 0.00, 0.03], [-0.03, -0.01, 0.00], [-0.06, -0.02, -0.04], [0.10, 0.05, 0.02], [0.01, 0.01, 0.00], [-0.02, 0.02, -0.02], [-0.01, 0.01, 0.00], [0.00, -0.02, -0.01], [-0.06, 0.06, -0.03], [0.07, -0.07, 0.04], [-0.03, 0.05, -0.01], [0.00, 0.00, -0.04], [0.02, -0.03, -0.02], [-0.05, -0.01, 0.06], [-0.04, 0.17, -0.21], [0.13, -0.02, 0.09], [-0.09, -0.30, -0.17], [0.19, 0.08, -0.03], [-0.27, -0.06, 0.11], [-0.14, 0.07, 0.26], [0.06, 0.05, -0.05], [0.01, 0.07, -0.02], [-0.05, -0.02, 0.04], [0.08, 0.13, -0.10], [-0.10, 0.02, 0.12], [-0.10, 0.19, 0.30], [-0.03, -0.34, -0.18], [0.01, 0.09, 0.04], [0.02, -0.08, -0.02], [0.00, -0.04, 0.01], [-0.01, -0.01, 0.00], [0.07, 0.11, -0.04], [0.08, -0.01, 0.07], [0.00, -0.02, 0.01], [0.02, -0.02, 0.02], [-0.01, -0.03, 0.02], [0.01, -0.01, 0.02], [0.02, 0.01, 0.01], [-0.02, 0.00, 0.02], [0.01, -0.01, 0.00], [-0.06, 0.01, 0.01], [0.03, -0.07, 0.04], [-0.02, -0.03, 0.07], [-0.02, -0.03, 0.01], [0.03, -0.03, -0.02], [0.02, -0.01, -0.04], [0.05, -0.03, -0.02], [0.01, -0.01, -0.04], [-0.04, 0.05, 0.05], [-0.01, 0.01, 0.02], [-0.02, 0.01, 0.02], [-0.01, 0.01, 0.03], [-0.01, 0.00, -0.01], [-0.03, 0.01, 0.00], [-0.06, 0.03, 0.01]],
  "gap_ev": 6.52,
  "multiplicity": 1,
  "de_lowest_kcal_mol": 7.3,
  "lumo_energy_ev": 2.40,
  "total_charge": -1
}

(3)
{
  "formula": "C31H32Cl2N2OZn",
  "method": "ωB97M-V/def2-TZVPD",
  "elements": ["C", "N", "C", "O", "C", "C", "C", "C", "C", "C", "C", "C", "N", "C", "C", "C", "C", "C", "C", "C", "C", "C", "C", "C", "C", "H", "H", "H", "H", "H", "H", "H", "H", "H", "H", "H", "H", "H", "H", "H", "H", "H", "H", "H", "H", "H", "H", "H", "H", "H", "Cl", "Zn", "Cl", "C", "C", "C", "C", "C", "C", "C", "C", "C", "H", "H", "H", "H", "H", "H", "H"],
  "xyz": [[-0.22213, 4.87472, 1.33867], [-0.49204, 3.46759, 1.15111], [0.50433, 2.57516, 0.88695], [1.69704, 2.86075, 0.74548], [-0.12852, 1.18737, 0.79113], [0.42155, 0.20690, 1.82722], [1.90533, -0.04336, 1.65968], [2.80272, 0.30288, 2.67525], [4.17531, 0.14325, 2.48506], [4.65441, -0.39889, 1.28586], [3.75324, -0.77809, 0.28352], [2.37847, -0.60606, 0.47283], [-1.55155, 1.48806, 0.95542], [-2.48581, 0.52048, 0.90157], [-3.84589, 0.74594, 1.10114], [-4.86125, -0.20301, 1.08826], [-6.25121, 0.15071, 1.23720], [-7.26023, -0.84428, 1.12542], [-8.60561, -0.53354, 1.29734], [-9.00611, 0.78377, 1.56227], [-8.03882, 1.79066, 1.64507], [-6.68774, 1.49315, 1.47551], [-1.83435, 2.91163, 1.20283], [-2.43091, 3.16584, 2.59912], [-2.69369, 3.56028, 0.10560], [0.85600, 5.04550, 1.25281], [-0.74376, 5.47756, 0.58145], [-0.56162, 5.20458, 2.33124], [0.05929, 0.79268, -0.22550], [0.22820, 0.61171, 2.83175], [-0.13847, -0.73822, 1.74302], [2.40182, 0.70578, 3.60744], [4.86210, 0.45215, 3.27504], [5.72781, -0.53054, 1.13720], [4.11174, -1.19806, -0.65700], [1.65728, -0.88360, -0.30063], [-2.12645, -0.49481, 0.70066], [-4.14184, 1.78165, 1.26224], [-4.61547, -1.24669, 0.86131], [-6.93971, -1.86695, 0.91605], [-9.35064, -1.32376, 1.22930], [-10.05802, 1.02706, 1.70167], [-8.33116, 2.81994, 1.84780], [-5.95931, 2.30628, 1.54611], [-1.72658, 2.81448, 3.36734], [-2.60217, 4.24406, 2.72618], [-3.37950, 2.64238, 2.74012], [-2.16899, 3.48567, -0.85664], [-3.66655, 3.07577, 0.00238], [-2.85356, 4.61857, 0.35261], [3.09850, -5.71741, 4.17659], [1.87941, -4.03139, 4.59880], [1.24584, -2.02583, 4.84405], [-0.09584, -5.55589, 5.51033], [-0.61900, -5.34381, 4.19514], [-1.87154, -4.68044, 4.30450], [-2.14236, -4.47832, 5.69910], [-0.99481, -4.96664, 6.45170], [-0.94854, -4.82762, 7.84072], [-2.07638, -4.35640, 8.51993], [-3.23963, -4.01354, 7.80280], [-3.27469, -4.06996, 6.40134], [0.78578, -6.11120, 5.80266], [-0.12379, -5.67587, 3.28554], [-2.56751, -4.44385, 3.50662], [-0.04584, -5.10769, 8.38667], [-2.07199, -4.25501, 9.60946], [-4.12188, -3.66390, 8.34262], [-4.16076, -3.78804, 5.82899]],
  "forces_ev_per_a": [[-0.24, 0.46, 0.11], [0.41, -0.29, -0.09], [1.82, 0.60, -0.29], [-2.21, -0.66, 0.27], [0.83, 0.16, -0.71], [-0.07, -0.19, 0.54], [0.17, -0.06, -0.04], [-0.13, 0.06, -0.32], [-0.18, -0.11, -0.18], [-0.29, 0.05, 0.06], [-0.15, 0.05, 0.09], [0.30, 0.21, 0.28], [-1.91, -2.15, -0.17], [1.83, 0.92, 0.12], [-1.86, -0.06, 0.15], [1.34, 0.84, -0.60], [-1.37, 0.52, 0.13], [0.63, 0.31, 0.17], [-0.03, 0.20, -0.01], [0.50, -0.33, -0.09], [0.41, -0.09, -0.09], [0.04, -0.56, 0.06], [-0.07, 1.07, 0.41], [0.13, -0.22, 0.15], [0.13, -0.18, -0.26], [-0.29, -0.21, 0.00], [0.21, -0.13, 0.15], [0.17, -0.07, -0.24], [-0.14, 0.21, 0.38], [0.01, -0.18, -0.19], [0.17, 0.18, 0.11], [0.24, -0.11, -0.23], [-0.16, -0.18, -0.26], [-0.34, 0.05, 0.02], [-0.02, 0.08, 0.30], [0.34, -0.03, 0.10], [0.04, 0.38, 0.10], [0.06, -0.67, -0.01], [-0.09, 0.26, 0.27], [-0.23, 0.22, 0.10], [0.17, 0.18, -0.01], [0.24, -0.10, -0.03], [0.03, -0.26, -0.07], [-0.36, -0.30, 0.02], [-0.24, 0.14, -0.19], [0.06, -0.37, -0.01], [0.19, 0.23, 0.10], [-0.16, 0.08, 0.21], [0.13, 0.22, -0.03], [0.05, -0.35, -0.11], [0.51, -0.08, -0.23], [-1.33, -0.79, 0.45], [0.05, 0.60, -0.07], [0.73, 1.03, -0.12], [-0.63, 0.42, 0.68], [0.61, -0.38, 0.29], [0.96, -0.76, -0.17], [-0.43, 0.10, -0.94], [-0.57, 0.05, 0.60], [0.47, -0.13, -0.25], [-0.27, 0.19, -0.79], [-0.12, 0.42, 0.78], [-0.06, -0.19, -0.21], [-0.24, -0.06, 0.06], [0.17, -0.04, -0.03], [-0.23, 0.00, -0.06], [0.06, -0.06, -0.37], [0.20, -0.13, -0.10], [0.02, 0.01, 0.32]],
  "gap_ev": 1.62,
  "multiplicity": 1,
  "de_lowest_kcal_mol": 30.0,
  "lumo_energy_ev": -3.28
}